DFT (ωB97M-V with the def2-TZVPD basis set) results for C10H16OSi in the gas phase.

Each line ends with the natural charge from an NBO analysis.
Atoms and positions in Å:
C 0.420 0.580 -3.094  -0.2390
O -0.655 -0.041 -2.416  -0.8768
Si -0.304 -1.127 -1.140  1.8823
C -1.721 -2.320 -0.760  -1.1217
C 1.118 -2.286 -1.575  -1.1505
C 0.124 -0.217 0.466  -0.4789
C 0.277 -0.856 1.692  -0.1990
C 0.277 -0.181 2.891  -0.2085
C 0.170 1.162 2.859  -0.2404
C 0.037 1.853 1.673  0.0758
C -0.134 3.333 1.692  -0.6470
C -0.025 1.161 0.474  -0.2353
H 0.433 1.611 -2.766  0.1708
H 0.206 0.590 -4.156  0.1822
H 1.361 0.080 -2.902  0.1704
H -1.710 -2.523 0.307  0.2403
H -1.593 -3.261 -1.304  0.2349
H -2.672 -1.862 -1.048  0.2442
H 0.767 -3.324 -1.490  0.2388
H 1.464 -2.188 -2.595  0.2397
H 1.909 -2.107 -0.836  0.2410
H 0.354 -1.932 1.643  0.2001
H 0.405 -0.708 3.830  0.2142
H 0.113 1.639 3.849  0.2072
H -0.077 3.792 0.682  0.2134
H 0.592 3.791 2.383  0.2161
H -1.073 3.618 2.105  0.2182
H -0.064 1.726 -0.463  0.2076

Energy above the lowest of the compared OMol25 structures with the same formula, charge and spin   0.1110 eV
HOMO level   -8.962 eV
E_tot   -755.41772 a.u.
SMILES   CO[Si](C)(C)c1cccc(C)c1
Maximum force   2.0 eV/A
Total charge   0

DFT (ωB97M-V with the def2-TZVPD basis set) results for 2 unconnected molecules or ions with the total composition C10H16S.

Each line ends with the natural charge from an NBO analysis.
Atoms and positions in Å:
C 1.374 1.936 -0.048  -0.6322
C 2.217 0.712 0.148  -0.0029
C 2.973 0.240 -0.943  -0.2090
C 3.358 -1.077 -1.029  -0.2080
C 3.139 -1.921 0.080  -0.2184
C 2.562 -1.439 1.230  -0.2056
C 2.107 -0.115 1.248  -0.2298
H 0.387 1.641 -0.398  0.2205
H 1.829 2.652 -0.732  0.2192
H 1.261 2.456 0.897  0.2148
H 3.172 0.913 -1.771  0.2064
H 3.634 -1.629 -1.918  0.2177
H 3.482 -2.944 0.002  0.2092
H 2.464 -2.066 2.098  0.2134
H 1.377 0.169 2.003  0.2036
C -2.561 0.910 0.933  -0.6253
C -1.847 -0.332 0.489  -0.5132
S -2.387 -0.951 -1.148  0.1637
C -4.097 -0.456 -1.391  -0.7573
H -2.167 1.362 1.840  0.2172
H -3.612 0.716 1.143  0.2091
H -2.517 1.653 0.158  0.2116
H -0.775 -0.194 0.371  0.2233
H -1.976 -1.222 1.104  0.2140
H -4.171 0.615 -1.584  0.2092
H -4.465 -1.015 -2.245  0.2371
H -4.761 -0.614 -0.537  0.2116

Energy above the lowest of the compared OMol25 structures with the same formula, charge and spin   0.6610 eV
HOMO level   -8.305 eV
E_tot   -788.79439 a.u.
SMILES   Cc1ccccc1.CCSC
Maximum force   1.7 eV/A
Total charge   0

DFT (ωB97M-V with the def2-TZVPD basis set) results for C10H16SSi in the gas phase.

Each line ends with the natural charge from an NBO analysis.
Atoms and positions in Å:
C -0.516 -4.040 1.243  -0.3673
C -0.977 -2.814 1.354  -0.2106
C -0.073 -1.667 1.501  -0.1449
C -0.698 -0.379 1.935  -0.4348
C 0.043 1.000 1.752  -0.3903
C -0.259 1.673 0.355  -0.8714
Si 0.534 0.609 -1.052  1.4708
C -0.652 0.316 -2.480  -0.6415
C -1.799 1.065 -2.548  -0.3590
C 2.272 1.231 -1.622  -0.6363
C 2.589 2.501 -1.648  -0.3650
S 0.911 -1.526 -0.396  -0.3837
H -1.230 -4.757 1.060  0.2105
H 0.501 -4.017 1.328  0.2007
H -2.041 -2.605 1.219  0.1958
H 0.715 -1.879 2.136  0.1984
H -0.943 -0.577 3.014  0.2191
H -1.588 -0.374 1.438  0.1982
H -0.258 1.832 2.446  0.2128
H 1.085 0.886 2.011  0.2122
H -1.333 1.883 0.297  0.2386
H 0.072 2.699 0.402  0.2389
H -0.544 -0.471 -3.240  0.2225
H -2.468 1.023 -3.347  0.1955
H -1.734 1.853 -1.931  0.1718
H 2.944 0.343 -1.972  0.2347
H 3.513 2.907 -2.058  0.1973
H 1.935 3.286 -1.195  0.1870

Energy above the lowest of the compared OMol25 structures with the same formula, charge and spin   3.7380 eV
HOMO level   -8.431 eV
E_tot   -1078.20506 a.u.
SMILES   C=C[C@@H]1CCC[Si](C=C)(C=C)S1
Maximum force   4.9 eV/A
Total charge   0

DFT (ωB97M-V with the def2-TZVPD basis set) results for a molecular structure, C10H17BCl2F4O2Pb.

Each line ends with the natural charge from an NBO analysis.
Atoms and positions in Å:
C 0.247 -1.211 -1.548  0.0162
C 1.109 -0.094 -1.731  0.0310
C 0.306 1.098 -1.793  0.0183
C 2.579 -0.101 -1.799  -0.6568
C -1.048 0.733 -1.654  -0.0358
C -1.113 -0.718 -1.556  0.0101
C -2.275 -1.452 -1.428  -0.4572
C 0.656 -2.592 -1.355  -0.6712
C 0.829 2.477 -1.924  -0.6546
C -2.196 1.650 -1.532  -0.6464
Pb 1.419 1.204 2.345  1.3109
Cl 2.924 2.998 1.624  -0.8036
Cl 2.243 -1.052 1.496  -0.7590
O -0.447 0.928 1.423  -1.2555
H 2.965 -1.126 -1.663  0.2225
H 3.023 0.526 -1.014  0.2585
H 2.934 0.276 -2.775  0.1907
H 1.520 2.713 -1.085  0.2648
H 0.006 3.195 -1.929  0.2077
H 1.403 2.593 -2.867  0.1934
H -2.251 2.064 -0.501  0.2501
H -3.136 1.123 -1.738  0.1888
H -2.090 2.493 -2.236  0.1963
H -3.238 -0.962 -1.336  0.1960
H -2.369 -1.592 0.474  0.4687
H -2.203 -2.530 -1.449  0.2054
H 1.553 -2.643 -0.728  0.2541
H 0.873 -3.086 -2.299  0.1804
H -0.129 -3.141 -0.850  0.2147
H -0.735 -0.003 1.420  0.4658
O -1.784 -1.930 1.187  -0.9358
H -2.295 -1.783 1.977  0.4679
F 1.163 0.592 4.474  -0.6345
B 0.065 -0.066 5.441  1.3824
F 0.281 0.599 6.632  -0.5667
F -1.155 0.220 4.853  -0.5613
F 0.366 -1.401 5.442  -0.5566

Energy above the lowest of the compared OMol25 structures with the same formula, charge and spin   0.0000 eV
HOMO level   -0.059 eV
E_tot   -2079.57155 a.u.
Maximum force   4.1 eV/A
Total charge   -2

DFT (ωB97M-V with the def2-TZVPD basis set) results for a molecular structure, C10H17Cl2NO4Tc.

Each line ends with the natural charge from an NBO analysis.
Atoms and positions in Å:
C 0.395 1.247 -1.818  -0.0407
C 1.755 0.843 -1.623  -0.0040
C 2.130 1.172 -0.291  -0.0910
C 2.604 0.197 -2.632  -0.6400
C 1.082 1.930 0.295  0.0536
C -0.053 1.933 -0.615  -0.1594
C -1.129 2.978 -0.608  -0.6417
C -0.236 1.400 -3.150  -0.6372
C 3.365 0.755 0.391  -0.6359
C 1.187 2.673 1.569  -0.6553
Tc -0.451 -0.137 -0.067  1.1049
Cl 0.724 -1.935 -1.123  -0.5596
Cl -2.276 -0.328 -1.309  -0.2029
O -0.886 0.592 1.610  -0.9259
H 1.991 -0.305 -3.389  0.2272
H 3.264 -0.548 -2.169  0.2165
H 3.237 0.939 -3.139  0.1856
H 3.555 -0.311 0.203  0.2242
H 3.273 0.914 1.471  0.2103
H 4.252 1.314 0.059  0.1912
H 1.677 2.034 2.315  0.2051
H 0.198 2.936 1.952  0.2399
H 1.778 3.605 1.515  0.1878
H -1.453 3.134 0.425  0.2270
H -2.003 2.640 -1.169  0.2839
H -0.819 3.964 -1.009  0.1751
H -0.227 0.446 -3.690  0.2172
H 0.332 2.124 -3.752  0.1873
H -1.263 1.764 -3.076  0.2477
H -1.347 0.050 2.282  0.4734
O -4.429 1.713 -0.739  -1.3636
H -5.223 1.716 -0.139  0.3789
O -0.152 -3.267 2.313  -0.4566
N -0.050 -2.204 1.714  0.2982
O -1.100 -1.802 1.027  -0.5212

HOMO level (alpha / beta)   0.130 / 0.131 eV
E_tot   -1748.04578 a.u.
Expectation value of S²   3.794
Multiplicity   4
Maximum force   2.5 eV/A
Total charge   -2

DFT (ωB97M-V with the def2-TZVPD basis set) results for a molecular structure, C10H17CrN6O3S.

Each line ends with the natural charge from an NBO analysis.
Atoms and positions in Å:
Cr 0.360 0.017 0.014  1.0832
N -1.279 3.902 -1.014  -0.7580
C -0.926 2.677 -0.622  0.3154
S 0.406 1.899 -1.444  -0.3176
N -1.676 2.176 0.361  -0.4228
N -1.262 0.936 0.707  -0.2652
C -1.947 0.297 1.575  0.0167
C -1.462 -1.054 1.922  0.1736
C -2.118 -1.905 2.787  -0.2204
C -1.585 -3.161 3.030  -0.1242
C -0.406 -3.537 2.409  -0.2507
C 0.199 -2.635 1.556  0.0781
N -0.318 -1.425 1.312  -0.5198
H -0.741 4.378 -1.713  0.4134
H -2.033 4.377 -0.546  0.4148
H -2.830 0.746 2.016  0.2212
H -3.035 -1.580 3.262  0.2402
H -2.090 -3.845 3.703  0.2389
H 0.040 -4.506 2.584  0.2424
H 1.126 -2.868 1.046  0.2152
C 2.295 -1.961 -4.568  -0.2763
O 2.495 -1.609 -3.186  -0.4622
C 1.470 -1.408 -2.380  0.9228
O 1.692 -1.051 -1.227  -0.6825
N 0.226 -1.621 -2.851  -0.4697
N -0.843 -1.336 -1.999  -0.6493
H 3.283 -2.000 -5.006  0.2329
H 1.709 -1.196 -5.078  0.1922
H 1.824 -2.941 -4.650  0.1931
H 0.063 -1.812 -3.822  0.4011
H -1.395 -2.170 -1.848  0.3769
H -1.415 -0.598 -2.389  0.3875
C 2.695 0.101 2.429  -0.2417
O 2.371 0.458 1.075  -0.7573
H 3.335 0.853 2.886  0.1935
H 3.182 -0.874 2.479  0.1780
H 1.758 0.060 2.978  0.1868
H 3.171 0.498 0.542  0.4998

HOMO level (alpha / beta)   -10.534 / -10.897 eV
E_tot   -2388.02548 a.u.
Expectation value of S²   6.020
Multiplicity   5
Maximum force   1.2 eV/A
Total charge   +1